Record 1
# C2H2FP

The molecule C2H2FP (ωB97M-V with the def2-TZVPD basis set, OMol25).

Summary:
E_LUMO = 1.22 eV
SMILES = FP1=CC=1
E_HOMO = -10.26 eV
energy above the lowest of the compared OMol25 structures with the same formula, charge and spin = 0.0 kJ/mol
spin multiplicity = 1
frontier orbital gap = 11.481 eV

Last column: Mulliken charge in e.
Cartesian coordinates (Å):
F -1.90471 -0.85920 0.00000  -0.32
P -1.15802 0.62952 0.00000  0.14
C 0.46683 0.14962 -0.65719  -0.29
C 0.46684 0.14963 0.65718  -0.29
H 1.06453 -0.03479 -1.52210  0.38
H 1.06453 -0.03477 1.52210  0.38

Record 2
# C2H2I2S2

A cluster of 2 separate species, C2H2I2S2 in total (ωB97M-V with the def2-TZVPD basis set, OMol25).

Summary:
E_LUMO = -2.62 eV
SMILES = S=C=CS.II
E_HOMO = -7.90 eV
energy above the lowest of the compared OMol25 structures with the same formula, charge and spin = 69.1 kJ/mol
spin multiplicity = 1
frontier orbital gap = 5.275 eV

Last column: Mulliken charge in e.
Cartesian coordinates (Å):
S 1.60084 1.67921 2.91267  -0.35
C 0.40811 1.31807 2.03335  0.01
C -0.61531 0.86400 1.27740  0.01
S -0.93291 1.11515 -0.37660  -0.13
H -1.19394 0.16236 1.76893  0.31
H -0.03198 2.09096 -0.57324  0.14
I 2.54838 -0.33091 0.02181  0.04
I 1.88804 -3.05094 -0.84568  -0.03

Record 3
# C2H2I4S

A structure of composition C2H2I4S (ωB97M-V with the def2-TZVPD basis set, OMol25).

Summary:
E_LUMO (spin up / spin down) = -1.70 / -1.73 eV
E_HOMO (spin up / spin down) = -8.16 / -8.62 eV
energy above the lowest of the compared OMol25 structures with the same formula, charge and spin = 362.6 kJ/mol
spin multiplicity = 1
frontier orbital gap (spin up / spin down) = 6.460 / 6.892 eV

Last column: Mulliken charge in e.
Cartesian coordinates (Å):
C -2.63427 -0.27231 0.79205  -0.56
C 1.90968 0.30477 -0.47240  -0.87
S 0.70519 -0.86357 -1.31137  -0.12
I -2.95771 0.97913 -0.85249  0.10
I -0.63284 -0.60224 0.94692  0.43
I 1.23843 2.16904 0.34731  0.16
I 2.87136 -0.94698 0.95089  0.19
H -3.25388 -1.28041 0.72296  0.27
H 2.75404 0.51255 -1.12387  0.40

Record 4
# C2H2IN3

The molecule C2H2IN3 (ωB97M-V with the def2-TZVPD basis set, OMol25).

Summary:
E_LUMO = -0.48 eV
E_HOMO = -8.24 eV
energy above the lowest of the compared OMol25 structures with the same formula, charge and spin = 333.3 kJ/mol
spin multiplicity = 1
frontier orbital gap = 7.756 eV

Last column: Mulliken charge in e.
Cartesian coordinates (Å):
C 1.05747 -0.68314 0.24212  -0.30
C -0.93832 0.01355 1.03248  0.22
N 0.09201 -0.60129 1.20745  -0.34
N 0.79346 -0.08076 -0.87622  -0.24
N -0.33064 0.49477 -0.96942  -0.29
I -0.76693 1.76509 -2.44801  0.14
H 1.96920 -1.22002 0.40217  0.42
H -1.87624 0.31179 1.40942  0.40

Record 5
# C2H2IN3

A cluster of 2 separate species, C2H2IN3 in total (ωB97M-V with the def2-TZVPD basis set, OMol25).

Summary:
E_LUMO = -0.68 eV
E_HOMO = -8.27 eV
energy above the lowest of the compared OMol25 structures with the same formula, charge and spin = 383.1 kJ/mol
spin multiplicity = 1
frontier orbital gap = 7.590 eV

Last column: Mulliken charge in e.
Cartesian coordinates (Å):
C 0.47918 -1.06905 -0.15134  -0.24
C -2.52527 0.69146 -0.05089  0.09
N -1.62066 1.41500 -0.08250  -0.44
N 0.90623 -0.04472 0.24477  0.50
N 1.13257 0.99512 0.78696  -0.88
I -4.30372 -0.22111 0.23374  0.31
H 0.35264 -1.68363 -0.98819  0.31
H 0.15928 1.45760 1.09314  0.35

Record 6
# C2H2IN3S

The molecule C2H2IN3S (ωB97M-V with the def2-TZVPD basis set, OMol25).

Summary:
E_LUMO (spin up / spin down) = -1.92 / -1.72 eV
E_HOMO (spin up / spin down) = -8.21 / -8.43 eV
energy above the lowest of the compared OMol25 structures with the same formula, charge and spin = 257.9 kJ/mol
spin multiplicity = 1
frontier orbital gap (spin up / spin down) = 6.285 / 6.707 eV

Last column: Mulliken charge in e.
Cartesian coordinates (Å):
C 0.35064 0.97387 -0.06859  0.14
C -1.88982 0.28485 -0.04974  0.58
N -0.99033 1.10228 -0.04081  -0.36
N 0.21552 -1.27703 -0.11231  -0.65
N 0.85746 -0.22210 0.01188  0.09
S -3.22312 -0.50167 -0.03230  -0.32
I 3.19006 -0.12913 0.02856  0.00
H 0.95573 1.85590 -0.13672  0.31
H 0.53384 -2.08697 0.40003  0.22

Record 7
# C2H2Li2O2

A structure of composition C2H2Li2O2 (ωB97M-V with the def2-TZVPD basis set, OMol25).

Summary:
E_LUMO (spin up / spin down) = -4.09 / -4.36 eV
total charge = +1
expectation value of S² = 0.7646
E_HOMO (spin up / spin down) = -9.91 / -11.43 eV
energy above the lowest of the compared OMol25 structures with the same formula, charge and spin = 453.1 kJ/mol
spin multiplicity = 2
frontier orbital gap (spin up / spin down) = 5.819 / 7.068 eV

Last column: Mulliken charge in e.
Cartesian coordinates (Å):
H -2.29422 0.44273 -1.22113  0.36
O 1.99653 0.19130 0.23019  -0.82
C 0.79946 0.05309 0.27086  -0.19
C -0.45632 0.49087 0.18318  0.29
O -1.46636 -0.29153 -0.27832  -0.65
Li 3.44433 -0.20909 0.39987  0.89
H -0.70212 1.40424 0.74283  0.31
Li -1.32130 -2.08160 -0.32748  0.80

Record 8
# C2H2LiO2Rb

A structure of composition C2H2LiO2Rb (ωB97M-V with the def2-TZVPD basis set, OMol25).

Summary:
E_LUMO = -0.37 eV
E_HOMO = -5.15 eV
energy above the lowest of the compared OMol25 structures with the same formula, charge and spin = 83.7 kJ/mol
spin multiplicity = 1
frontier orbital gap = 4.778 eV

Last column: Mulliken charge in e.
Cartesian coordinates (Å):
O -0.83017 0.12824 1.41074  -0.37
C -1.79124 -0.03003 0.75821  0.71
C -2.63640 -0.27004 -0.21774  -0.80
O 3.78752 0.78489 -0.84460  -1.46
Li 4.54424 -0.20789 -1.98583  0.66
Rb 3.11951 0.28563 1.88652  0.78
H -3.11840 0.57485 -0.71103  0.24
H -3.07507 -1.26565 -0.29626  0.24

Record 9
# C2H2LiO2Zn

A structure of composition C2H2LiO2Zn (ωB97M-V with the def2-TZVPD basis set, OMol25).

Summary:
E_LUMO = -4.65 eV
total charge = +1
E_HOMO = -13.34 eV
energy above the lowest of the compared OMol25 structures with the same formula, charge and spin = 91.4 kJ/mol
spin multiplicity = 1
frontier orbital gap = 8.695 eV

Last column: Mulliken charge in e.
Cartesian coordinates (Å):
O -0.60904 -0.89149 0.94838  -0.41
C -1.39157 -0.15908 0.43156  0.64
C -1.71166 0.78960 -0.41896  -0.53
O 2.47569 -0.47670 0.20566  -0.59
Li 3.92079 -0.26861 -0.67444  0.90
Zn 1.20843 -1.30486 0.94973  0.46
H -1.78147 1.81505 -0.04969  0.27
H -2.11117 0.49608 -1.39223  0.28

Record 10
# C2H2LiO6Tl

A structure of composition C2H2LiO6Tl (ωB97M-V with the def2-TZVPD basis set, OMol25).

Summary:
E_LUMO = -1.04 eV
E_HOMO = -6.41 eV
energy above the lowest of the compared OMol25 structures with the same formula, charge and spin = 288.2 kJ/mol
spin multiplicity = 1
frontier orbital gap = 5.365 eV

Last column: Mulliken charge in e.
Cartesian coordinates (Å):
O 0.66756 1.47478 1.63331  -0.42
C 1.81735 0.79005 1.68409  0.76
O 1.90180 -0.27854 2.26829  -0.50
O 2.68704 1.13666 0.72232  -0.42
H 0.11738 0.77342 1.18434  0.30
H 2.20875 0.75575 -0.05227  0.39
Tl 0.27809 -1.91169 1.99525  0.76
Li -3.15820 0.61239 -2.61836  0.89
O -1.10693 -0.06655 -2.53733  -0.77
O -1.16416 -0.81769 -0.54271  -0.65
O -2.64332 -1.58466 -1.98514  -0.74
C -1.60536 -0.88391 -1.75180  0.42

Record 11
# C2H2LiOTm

A structure of composition C2H2LiOTm (ωB97M-V with the def2-TZVPD basis set, OMol25).

Summary:
E_LUMO (spin up / spin down) = -5.36 / -6.82 eV
total charge = +1
expectation value of S² = 3.7540
E_HOMO (spin up / spin down) = -11.84 / -11.83 eV
energy above the lowest of the compared OMol25 structures with the same formula, charge and spin = 387.4 kJ/mol
spin multiplicity = 4
frontier orbital gap (spin up / spin down) = 6.482 / 5.006 eV

Last column: Mulliken charge in e.
Cartesian coordinates (Å):
H 0.94717 -0.22548 -3.59428  -0.10
O 0.36481 1.48510 0.81164  -0.59
C 0.60898 0.36999 1.58317  0.09
C 1.54168 -0.51365 1.16564  -0.36
Tm -0.06469 -0.33837 -1.61058  1.11
Li -3.41654 -1.07600 -0.86884  0.53
H 0.01860 0.29841 2.51325  0.32

Record 12
# C2H2N2

The molecule C2H2N2 (ωB97M-V with the def2-TZVPD basis set, OMol25).

Summary:
E_LUMO = 0.01 eV
E_HOMO = -8.05 eV
energy above the lowest of the compared OMol25 structures with the same formula, charge and spin = 249.2 kJ/mol
spin multiplicity = 1
frontier orbital gap = 8.066 eV

Last column: Mulliken charge in e.
Cartesian coordinates (Å):
C 0.78770 -1.35463 0.87473  -0.30
C -0.15543 0.35918 -0.46381  0.37
N 0.17027 -0.32943 0.48817  -0.05
N -0.75688 1.31430 -0.93155  -0.45
H 0.68802 -1.50634 1.95293  0.17
H -0.73368 1.51692 -1.92047  0.27

Record 13
# C2H2N2O

A structure of composition C2H2N2O (ωB97M-V with the def2-TZVPD basis set, OMol25).

Summary:
E_LUMO = -0.24 eV
E_HOMO = -9.85 eV
energy above the lowest of the compared OMol25 structures with the same formula, charge and spin = 380.9 kJ/mol
spin multiplicity = 1
frontier orbital gap = 9.606 eV

Last column: Mulliken charge in e.
Cartesian coordinates (Å):
C -1.08172 -0.90274 0.00664  0.18
C -2.14298 -1.59096 0.12941  0.28
N 0.94295 0.25885 -0.03396  -0.78
N -0.09818 -0.18240 0.04094  0.66
O -3.16547 -2.11627 0.05525  -0.39
H 3.05175 2.55434 -0.20516  0.27
H 2.49366 1.97919 0.00688  -0.23

Record 14
# C2H2N2O

A structure of composition C2H2N2O (ωB97M-V with the def2-TZVPD basis set, OMol25).

Summary:
E_LUMO = -0.44 eV
E_HOMO = -9.82 eV
energy above the lowest of the compared OMol25 structures with the same formula, charge and spin = 556.1 kJ/mol
spin multiplicity = 1
frontier orbital gap = 9.383 eV

Last column: Mulliken charge in e.
Cartesian coordinates (Å):
O 0.41358 1.98842 0.69178  -0.41
C -0.17628 1.04572 0.22703  0.09
C 0.01827 -0.32386 0.81664  -0.15
N 1.14398 -0.95050 0.27057  -0.08
N 0.35063 -1.63880 -0.39554  -0.12
H -0.95643 1.14562 -0.55785  0.31
H -0.69817 -1.34253 0.10222  0.37

Record 15
# C2H2N2O

A cluster of 2 separate species, C2H2N2O in total (ωB97M-V with the def2-TZVPD basis set, OMol25).

Summary:
E_LUMO (spin up / spin down) = 0.62 / -1.39 eV
expectation value of S² = 2.0213
E_HOMO (spin up / spin down) = -9.01 / -11.30 eV
energy above the lowest of the compared OMol25 structures with the same formula, charge and spin = 460.6 kJ/mol
spin multiplicity = 3
frontier orbital gap (spin up / spin down) = 9.631 / 9.902 eV

Last column: Mulliken charge in e.
Cartesian coordinates (Å):
C -0.93415 -0.63411 0.87950  0.61
C -0.60261 -0.05216 -0.23371  0.27
N -1.47251 -1.21812 1.75273  -0.41
N 0.33107 0.06339 -1.21335  -0.36
O -0.74863 0.98710 -1.07773  -0.30
H 2.23289 0.37905 0.68824  0.06
H 1.19394 0.47485 -0.79569  0.14

Record 16
# C2H2N2O2

A structure of composition C2H2N2O2 (ωB97M-V with the def2-TZVPD basis set, OMol25).

Summary:
E_LUMO = 0.56 eV
E_HOMO = -9.59 eV
energy above the lowest of the compared OMol25 structures with the same formula, charge and spin = 586.5 kJ/mol
spin multiplicity = 1
frontier orbital gap = 10.144 eV

Last column: Mulliken charge in e.
Cartesian coordinates (Å):
O -0.21859 1.59878 0.60529  -0.46
C 0.21967 0.56093 -0.09602  1.00
N 1.42339 0.20734 -0.48266  -0.56
O 0.66637 -0.80903 0.46303  -0.25
C -0.65558 -1.23913 -0.34088  0.01
N -1.05557 -0.15096 -0.76924  -0.44
H 0.53585 2.12922 0.90677  0.38
H -0.91553 -2.29715 -0.28630  0.32

Record 17
# C2H2N2O2

The molecule C2H2N2O2 (ωB97M-V with the def2-TZVPD basis set, OMol25).

Summary:
E_LUMO = -1.40 eV
E_HOMO = -10.84 eV
energy above the lowest of the compared OMol25 structures with the same formula, charge and spin = 337.2 kJ/mol
spin multiplicity = 1
frontier orbital gap = 9.434 eV

Last column: Mulliken charge in e.
Cartesian coordinates (Å):
O -1.31809 -0.13387 1.54261  -0.46
C -0.43464 0.07741 0.51928  0.59
N 0.29896 1.06862 0.86126  -0.15
O 1.26311 0.91020 -0.86270  -0.45
C 0.61031 -0.08223 -1.32899  0.25
N -0.37242 -0.62221 -0.62944  -0.53
H -0.89119 -0.68907 2.21119  0.36
H 0.84396 -0.52884 -2.31321  0.39

Record 18
# C2H2N2O2

The molecule C2H2N2O2 (ωB97M-V with the def2-TZVPD basis set, OMol25).

Summary:
E_LUMO (spin up / spin down) = 0.25 / 0.25 eV
SMILES = [O-][n+]1ccon1
E_HOMO (spin up / spin down) = -9.64 / -9.64 eV
energy above the lowest of the compared OMol25 structures with the same formula, charge and spin = 470.7 kJ/mol
spin multiplicity = 1
frontier orbital gap (spin up / spin down) = 9.884 / 9.884 eV

Last column: Mulliken charge in e.
Cartesian coordinates (Å):
O -0.09767 3.00689 -0.89532  -0.67
N -0.00085 2.02037 -0.07632  0.80
C -0.20236 0.66080 -0.29141  -0.38
C 0.41783 0.03771 0.75081  -0.09
O 0.76511 1.02789 1.67413  -0.11
N 0.50301 2.22290 1.07449  -0.32
H -0.71841 0.36576 -1.19735  0.40
H 0.68334 -0.97648 1.10849  0.37

Record 19
# C2H2N2O2S

The molecule C2H2N2O2S (ωB97M-V with the def2-TZVPD basis set, OMol25).

Summary:
E_LUMO = -0.45 eV
SMILES = N#CCN=S(=O)=O
E_HOMO = -11.68 eV
energy above the lowest of the compared OMol25 structures with the same formula, charge and spin = 290.4 kJ/mol
spin multiplicity = 1
frontier orbital gap = 11.228 eV

Last column: Mulliken charge in e.
Cartesian coordinates (Å):
N -0.93741 -1.69283 -1.98493  -0.34
C -0.58044 -1.05888 -1.11960  0.31
C -0.22858 -0.26342 0.00786  -0.30
N -1.60156 0.26227 0.78701  -0.31
S -2.49362 1.16419 -0.04968  0.97
O -3.65397 1.49957 0.63965  -0.43
O -2.10839 1.48054 -1.35894  -0.42
H 0.34546 -0.96572 0.84632  0.28
H 0.48076 0.56234 -0.32751  0.25

Record 20
# C2H2N2O2S

A cluster of 2 separate species, C2H2N2O2S in total (ωB97M-V with the def2-TZVPD basis set, OMol25).

Summary:
E_LUMO (spin up / spin down) = 0.05 / -2.56 eV
expectation value of S² = 2.0179
E_HOMO (spin up / spin down) = -6.92 / -10.88 eV
energy above the lowest of the compared OMol25 structures with the same formula, charge and spin = 245.4 kJ/mol
spin multiplicity = 3
frontier orbital gap (spin up / spin down) = 6.971 / 8.322 eV

Last column: Mulliken charge in e.
Cartesian coordinates (Å):
C -0.32224 -0.80332 0.94768  0.00
C -0.40635 -1.78951 0.14763  -0.32
N 1.42868 1.14638 -1.49749  -0.33
N 0.51557 1.76115 -1.36792  0.83
O -0.13651 1.62419 1.76045  -0.36
O -0.48270 2.33315 -1.20452  -0.49
S 0.30387 0.24229 2.00661  0.17
H 0.20931 -1.96970 -0.74836  0.22
H -1.10962 -2.54464 -0.04408  0.28